Here is a cluster of 21 separate species, C46H130N4O21S17 in total at a distorted geometry from the Open Molecules 2025 dataset. Energies are from the ωB97M-V functional and the def2-TZVPD basis.

XYZ file:
```
218
Properties=species:S:1:pos:R:3:forces:R:3
C -2.25266 8.17468 -1.91223 0.909 1.073 0.071
C -1.75546 7.00650 -2.77309 -2.159 1.280 2.817
O -2.56299 6.11786 -2.92806 -0.611 -1.573 -1.214
N -0.49537 6.96521 -3.16062 0.580 -0.788 -0.929
C -0.07173 5.82081 -3.95313 0.515 0.816 -0.893
H -2.58833 9.01820 -2.51548 0.279 0.036 -0.336
H -1.45359 8.54056 -1.26747 0.220 0.172 -0.082
H -3.10042 8.01059 -1.24703 0.071 -0.957 -0.321
H 0.21697 7.54444 -2.73969 -0.238 0.178 0.261
H 0.35428 4.99823 -3.37871 0.064 0.094 0.116
H 0.64375 6.25697 -4.65023 0.657 -0.439 0.039
H -0.82030 5.41736 -4.63501 -0.419 0.095 0.611
C -0.34307 -1.51013 -4.15207 -0.541 0.616 0.782
C -1.45247 -1.64272 -5.17836 3.423 1.326 -3.852
O -1.13353 -1.42711 -6.38048 -1.257 -0.754 1.765
N -2.63688 -2.03202 -4.76007 -1.198 -0.530 0.306
C -3.71294 -2.52258 -5.62594 0.011 0.516 0.355
H 0.25947 -2.41694 -4.09982 -0.611 -0.341 0.633
H -0.83793 -1.13500 -3.25624 0.308 -0.929 0.865
H 0.43987 -0.75933 -4.25883 -0.428 0.282 -1.168
H -2.74505 -2.08835 -3.75746 -0.418 -0.401 0.241
H -4.32033 -1.70263 -6.00919 0.281 0.135 -0.418
H -4.43413 -3.10961 -5.05727 0.346 -0.220 0.350
H -3.32948 -3.14132 -6.43724 0.060 0.287 -0.004
C -4.94174 -7.33611 3.40669 -0.727 0.241 -0.561
C -3.72172 -6.44950 3.11363 -1.797 -2.460 1.721
O -2.71417 -6.78079 3.65979 2.881 -0.355 0.761
N -3.82770 -5.44282 2.29074 -1.425 1.207 -1.704
C -2.80721 -4.50404 1.97967 0.948 0.856 -0.010
H -5.49113 -7.11400 4.32153 0.386 0.496 0.151
H -4.61755 -8.36950 3.52960 0.209 0.168 -0.231
H -5.69271 -7.28641 2.61822 -0.031 -0.097 -0.196
H -4.76436 -5.14521 2.05793 0.129 -0.214 -0.052
H -2.44237 -4.53800 0.95310 -0.651 -0.021 -0.445
H -1.86900 -4.66163 2.51169 -0.497 -0.059 0.730
H -3.23148 -3.52914 2.21985 0.636 0.233 -0.158
C -0.13420 -2.50148 0.60888 0.014 1.041 -0.227
C 0.19551 -1.01130 0.86953 -2.262 -0.692 1.078
O -0.44773 -0.40891 1.73488 0.450 -0.052 -0.032
N 1.11401 -0.44797 0.11464 1.976 0.352 0.138
C 1.55722 0.95075 0.21952 -0.856 0.362 -0.619
H 0.27318 -3.06042 1.45134 0.046 -0.164 -0.274
H 0.18672 -2.83609 -0.37761 0.588 -0.183 0.174
H -1.21286 -2.65704 0.58930 -0.021 0.343 0.344
H 1.55457 -1.04185 -0.57335 0.050 0.106 -0.319
H 2.61342 1.18975 0.09538 0.123 -0.810 -0.491
H 1.35854 1.50025 1.13967 -0.631 -0.721 0.222
H 0.96978 1.40974 -0.57568 0.393 0.848 0.013
C 3.63330 -2.15605 -4.44168 -0.388 0.278 0.260
S 3.36305 -1.27122 -2.84097 0.027 -2.777 0.035
O 2.16534 -1.98159 -2.21533 0.794 0.877 -0.253
C 4.86556 -2.03686 -2.04112 -0.754 1.437 -0.460
H 4.65344 -1.96400 -4.77414 -0.191 0.204 -0.220
H 2.86461 -1.83825 -5.14611 0.234 0.335 -0.084
H 3.49098 -3.23218 -4.34265 0.075 0.017 0.560
H 5.00531 -1.45938 -1.12727 0.178 -0.365 0.204
H 5.66385 -1.80600 -2.74648 0.226 -0.255 0.203
H 4.72618 -3.10230 -1.85805 -0.112 0.174 -0.168
C 1.69828 2.86612 -5.58554 -1.354 -0.427 -0.651
S 0.06072 2.03948 -5.19302 -0.183 2.089 -0.580
O -0.96811 3.13129 -5.53047 1.322 -1.614 0.836
C 0.41599 2.00279 -3.39825 -0.463 0.804 -0.006
H 2.49590 2.27701 -5.13293 0.018 0.449 0.051
H 1.57577 3.91728 -5.32447 0.260 -0.199 0.851
H 1.77014 2.92733 -6.67144 0.089 -0.601 -0.101
H -0.50739 1.93498 -2.82305 -0.200 -0.511 -0.263
H 0.84978 2.95139 -3.08187 0.369 -0.168 -0.161
H 1.08780 1.16717 -3.20200 -0.017 0.065 0.071
C -1.30354 5.01551 -0.26994 -0.360 -0.877 0.346
S -0.90628 3.85195 1.09254 -2.555 -0.132 0.947
O -1.70710 4.29845 2.32065 1.401 0.043 -1.203
C -1.93118 2.42103 0.51736 0.783 -0.217 -0.198
H -0.73310 5.93988 -0.17917 -0.099 -0.057 0.092
H -2.38412 5.14463 -0.20872 0.066 0.412 0.094
H -1.11800 4.52368 -1.22481 0.312 0.020 -0.040
H -1.87487 1.65312 1.28890 0.553 0.030 0.050
H -1.44898 2.05437 -0.38880 -0.008 -0.264 -0.077
H -3.00314 2.51931 0.34602 0.031 1.041 -0.041
C -6.82839 -0.62466 1.37389 0.256 0.813 0.893
S -5.82315 0.24944 2.70800 -0.858 -1.638 0.648
O -6.42184 -0.08637 4.06766 0.879 0.235 -1.720
C -4.34613 -0.83288 2.41538 -0.657 0.344 0.317
H -6.85453 -1.71008 1.47041 0.437 0.024 0.125
H -6.35468 -0.25768 0.46338 -0.252 -0.167 -0.199
H -7.85539 -0.27301 1.47247 0.129 0.248 -0.103
H -4.56918 -1.84660 2.74811 -0.165 0.081 0.146
H -3.51543 -0.43538 2.99850 0.036 -0.040 -0.312
H -4.17145 -0.84146 1.33950 0.268 0.180 0.053
C -2.25425 2.22432 4.50367 -0.836 0.770 -0.008
S -2.34207 1.51077 6.16766 -0.661 0.931 0.857
O -3.50439 2.22880 6.86201 1.329 -0.957 -1.112
C -2.93623 -0.10052 5.71354 -0.897 -0.159 0.129
H -1.42725 2.07398 3.80971 0.234 -0.531 0.532
H -2.31440 3.29530 4.69734 0.166 0.061 0.003
H -3.19002 1.99843 3.99240 -0.079 -0.174 -0.032
H -3.88599 0.07778 5.20928 -0.038 -0.114 -0.234
H -3.21096 -0.62138 6.63077 0.314 -0.052 0.060
H -2.24952 -0.70122 5.11715 0.014 0.186 0.026
C 6.16761 3.25840 0.67005 -0.330 0.232 0.791
S 4.94589 3.08011 2.06853 -0.925 0.234 -2.250
O 3.57778 3.18673 1.37800 1.425 0.017 1.015
C 5.20230 1.35483 2.34370 -0.082 -1.117 0.167
H 7.16925 3.19171 1.09474 0.029 -0.104 -0.094
H 6.03052 4.25290 0.24544 -0.085 0.029 0.161
H 6.00239 2.52566 -0.11982 -0.136 -0.191 0.287
H 4.83097 0.74147 1.52273 0.063 0.284 -0.312
H 4.61657 1.02822 3.20297 0.084 0.282 0.207
H 6.24884 1.09378 2.50092 0.027 0.224 0.102
C 2.45921 7.30842 4.51765 0.901 0.260 0.348
S 3.19758 7.92792 2.89351 0.617 0.977 0.665
O 4.16784 9.08053 3.21890 -1.504 -2.260 -0.243
C 4.19404 6.42711 2.53618 0.227 -0.529 0.574
H 3.29064 7.22288 5.21729 0.298 -0.029 -0.124
H 1.94289 6.34858 4.53285 0.045 -0.036 -0.779
H 1.79642 8.03181 4.99254 -0.044 0.329 -0.662
H 4.96139 6.54570 1.77119 -0.004 0.850 0.116
H 3.64325 5.56125 2.16872 -0.786 0.257 0.180
H 4.66631 6.10136 3.46298 0.206 0.178 0.029
C 3.36053 -3.29924 0.91151 0.416 -0.620 0.440
S 4.76046 -2.94148 2.03381 -0.942 2.070 -0.289
O 5.36113 -1.71564 1.39843 0.683 -0.284 -0.171
C 3.77165 -2.23382 3.38693 -0.492 -0.529 0.310
H 3.70957 -4.11836 0.28279 -0.261 -0.125 0.002
H 3.15450 -2.43736 0.27683 0.083 0.137 0.404
H 2.49945 -3.60321 1.50669 -0.003 -0.152 -0.233
H 2.95894 -1.58342 3.06355 -0.021 -0.162 -0.588
H 4.32248 -1.62916 4.10738 0.601 -0.413 -0.189
H 3.34593 -3.10501 3.88480 -0.148 0.067 0.310
C 0.05557 -1.86815 6.04644 0.758 -1.067 -0.059
S -0.75134 -3.53190 5.95656 -1.073 0.511 -1.007
O -2.08834 -3.35714 5.20855 2.325 -0.364 0.625
C 0.54207 -4.45801 4.92699 -0.723 0.032 -0.499
H 0.09739 -1.30271 5.11551 -0.549 -0.158 -0.113
H 1.09635 -2.10523 6.26705 0.116 0.044 0.268
H -0.33482 -1.29840 6.88968 -0.221 -0.105 -0.252
H 0.08454 -5.32496 4.45037 -0.683 0.063 0.195
H 1.32884 -4.91715 5.52557 0.007 0.594 0.447
H 0.95265 -3.90392 4.08288 0.056 0.457 0.228
C 3.62002 -6.68639 3.69780 0.049 0.468 -0.057
S 4.68815 -7.65798 2.56527 0.104 -2.223 1.769
O 5.24726 -8.82083 3.41019 -0.671 1.769 -1.219
C 3.36781 -8.40692 1.52496 0.266 1.254 0.294
H 3.29805 -5.78200 3.18155 -0.181 -0.163 -0.234
H 4.18797 -6.34099 4.56165 0.513 -0.332 -0.161
H 2.74857 -7.20893 4.09231 0.073 -0.315 -0.381
H 2.48034 -8.52941 2.14584 0.155 -0.460 -0.148
H 3.74760 -9.28941 1.01012 0.031 0.048 0.377
H 3.14735 -7.60740 0.81767 -0.157 -0.194 -0.172
C 1.79928 2.10945 4.37195 -0.414 0.484 0.133
S 0.99514 1.78018 6.00962 1.131 -0.146 -0.773
O 1.80817 0.74326 6.72888 -0.180 0.740 -0.244
C 1.32839 3.46026 6.63900 -0.264 0.224 -0.377
H 1.75674 1.24455 3.70997 -0.070 -0.144 0.285
H 2.80653 2.52363 4.41691 0.186 -0.341 0.465
H 1.21736 2.90528 3.90706 -0.331 -0.032 -0.087
H 0.65567 4.12764 6.10035 -0.405 -0.167 -0.088
H 2.31297 3.84862 6.37844 0.299 -0.443 0.466
H 1.05914 3.53428 7.69262 0.313 -0.195 -0.041
C -6.25147 -3.04396 -2.16250 0.704 0.046 -0.739
S -4.80165 -2.02532 -1.68814 1.707 0.197 0.382
O -3.43269 -2.61038 -2.12032 -2.209 0.301 0.151
C -5.10705 -0.50411 -2.63759 -0.640 -0.576 -0.290
H -6.13533 -4.04347 -1.74345 0.214 0.144 0.106
H -6.30992 -3.12194 -3.24813 -0.138 -0.006 -0.021
H -7.15457 -2.59303 -1.75120 0.178 0.196 0.017
H -6.14645 -0.29044 -2.38843 0.102 0.485 0.288
H -5.07961 -0.56849 -3.72534 0.290 -0.587 -0.066
H -4.43139 0.29279 -2.32690 -0.221 -0.342 0.415
C -2.37893 -5.96974 -6.22946 -0.934 -0.414 0.386
S -1.92694 -6.73685 -4.58514 1.921 1.661 -1.752
O -0.43346 -7.00381 -4.75586 -1.679 0.213 0.838
C -2.14506 -5.13524 -3.67566 0.516 -0.261 0.695
H -1.92624 -4.99392 -6.40533 0.312 -0.197 0.326
H -3.46271 -5.85345 -6.22864 -0.175 0.200 0.163
H -2.19436 -6.63525 -7.07275 0.466 -0.227 0.372
H -1.81403 -5.26297 -2.64503 -0.315 -0.567 0.201
H -3.18070 -4.79679 -3.64388 0.006 -0.203 -0.195
H -1.49116 -4.31187 -3.96302 -0.050 -0.259 -0.919
C 4.84750 4.20937 -4.64624 0.305 0.079 0.270
S 4.70203 3.54263 -2.87520 -1.997 -0.983 -1.279
O 3.21630 3.33538 -2.58595 1.574 0.760 -0.265
C 5.22360 1.83037 -3.28525 0.439 0.756 0.024
H 4.50364 5.24054 -4.72714 -0.495 -0.091 0.557
H 4.32082 3.60677 -5.38622 -0.144 -0.167 0.398
H 5.87861 4.30939 -4.98519 0.322 -0.467 0.428
H 4.53692 1.41639 -4.02363 0.123 0.253 -0.135
H 5.19084 1.18102 -2.41040 -0.013 0.398 0.207
H 6.24959 1.93668 -3.63759 0.019 -0.391 -0.214
C -6.68450 2.84264 -3.28641 -0.816 0.094 1.111
S -5.71788 3.19209 -1.74327 1.304 -0.869 -0.728
O -5.78165 1.99227 -0.80467 0.047 0.995 -1.318
C -4.09175 3.15197 -2.69326 0.168 0.162 0.921
H -7.71604 2.95706 -2.95340 -0.147 -0.214 0.028
H -6.55911 1.81930 -3.64016 0.336 0.181 -0.072
H -6.56595 3.61410 -4.04727 0.564 -0.146 0.075
H -3.21860 3.41318 -2.09536 -0.386 0.211 0.660
H -4.09163 3.94212 -3.44408 -0.319 -0.299 -0.261
H -3.83899 2.15146 -3.04425 -0.587 0.064 -0.476
C -0.82864 -7.18476 0.65556 0.404 -0.946 0.454
S 0.28985 -5.75059 0.79983 0.886 -0.405 0.095
O 1.48632 -6.10028 1.70440 -1.784 0.344 -1.183
C 0.92180 -5.84876 -0.90253 0.710 0.308 -0.674
H -1.59331 -7.14027 -0.11995 0.193 0.653 -0.125
H -1.33217 -7.38124 1.60211 0.070 0.485 0.231
H -0.23974 -8.08146 0.46266 0.284 0.063 -0.142
H 1.79463 -6.50062 -0.93919 -0.485 -0.807 0.214
H 1.39213 -4.95614 -1.31499 -0.341 0.827 0.750
H 0.16627 -6.07611 -1.65460 -0.087 -0.516 0.305
C 2.50020 5.68859 -0.35830 0.201 1.071 -0.904
S 2.58416 7.53171 -0.58899 -1.889 -0.198 -1.573
O 1.14973 8.00412 -0.92779 1.737 -0.641 0.706
C 3.35523 7.56646 -2.27186 -0.287 -0.041 1.052
H 3.52448 5.31595 -0.34888 -0.019 -0.020 0.648
H 2.07342 5.21345 -1.24159 -0.413 0.197 0.054
H 1.91240 5.52124 0.54425 0.309 -0.191 -0.058
H 3.43666 8.62245 -2.52947 0.150 -0.089 0.080
H 2.64707 7.09118 -2.95062 0.159 -0.214 0.051
H 4.32808 7.07818 -2.21511 0.002 0.025 -0.257
```
Positions in Å, forces in eV/Å.

Summary:
**Total charge**: 0
**Maximum force**: 5.321 eV/A
**HOMO**: -7.854 eV
**Calculated total energy**: -282951.6106 eV